333
Properties=species:S:1:pos:R:3:lowdin_charge:R:1 method="wB97M-V/def2-TZVPD" total_charge=+5 lumo_energy_ev=-7.31 orbital_gap_ev=8.25 de_lowest_kj_mol=172.1
C -3.753 5.746 0.121 -0.0799
C -4.663 5.472 -1.104 -0.2219
C -4.387 4.147 -1.831 -0.2457
C -5.245 3.873 -3.092 -0.2450
P -4.855 2.563 -4.267 1.0110
C -5.828 2.465 -5.774 -0.2322
C -5.605 3.503 -6.953 -0.1893
C -4.478 3.079 -7.985 -0.2667
C -4.265 3.942 -9.218 -0.0899
C -3.083 2.704 -4.684 -0.2559
C -2.519 4.037 -5.213 -0.2035
C -1.982 5.092 -4.169 -0.2557
C -1.453 6.346 -4.851 -0.0945
C -5.048 0.961 -3.462 -0.2843
C -6.403 0.549 -2.914 -0.2285
C -6.444 -0.821 -2.193 -0.2329
C -5.640 -1.964 -2.810 -0.1049
H -4.105 6.629 0.654 0.0898
H -2.747 5.738 -0.298 0.0536
H -3.780 4.888 0.792 0.0446
H -4.256 6.242 -1.761 0.1003
H -5.734 5.532 -0.913 0.1181
H -4.586 3.358 -1.106 0.0905
H -3.346 3.975 -2.105 0.0743
H -5.464 4.712 -3.752 0.1061
H -6.230 3.582 -2.726 0.0945
H -6.854 2.471 -5.404 0.1018
H -5.625 1.474 -6.180 0.1023
H -5.504 4.560 -6.706 0.1026
H -6.545 3.556 -7.503 0.1129
H -4.705 2.058 -8.293 0.1054
H -3.528 3.050 -7.452 0.0679
H -5.127 4.011 -9.881 0.0847
H -3.466 3.488 -9.804 0.0817
H -4.041 4.952 -8.876 0.0781
H -2.981 1.919 -5.433 0.0751
H -2.372 2.342 -3.941 0.0826
H -3.274 4.520 -5.833 0.0910
H -1.670 3.878 -5.878 0.1037
H -1.228 4.734 -3.467 0.0844
H -2.830 5.506 -3.624 0.0863
H -0.430 6.139 -5.165 0.0748
H -1.471 7.208 -4.185 0.0712
H -2.158 6.655 -5.624 0.0890
H -4.404 0.987 -2.583 0.0988
H -4.614 0.170 -4.072 0.0912
H -7.153 0.552 -3.705 0.1098
H -6.759 1.363 -2.283 0.1039
H -7.504 -1.062 -2.271 0.1126
H -6.327 -0.687 -1.117 0.0956
H -5.796 -2.040 -3.886 0.0761
H -6.039 -2.879 -2.372 0.0689
H -4.569 -1.856 -2.638 0.0582
C 2.827 2.990 2.251 -0.0771
C 3.744 3.815 1.309 -0.2354
C 3.175 3.999 -0.107 -0.2733
C 4.094 4.600 -1.179 -0.2375
P 3.369 4.557 -2.864 0.9987
C 4.455 5.527 -3.885 -0.2721
C 4.669 7.040 -3.631 -0.2409
C 5.685 7.673 -4.586 -0.2490
C 5.197 7.666 -6.061 -0.0866
C 3.433 2.860 -3.487 -0.2461
C 4.677 2.050 -3.005 -0.2304
C 4.599 0.590 -3.429 -0.2544
C 5.721 -0.212 -2.700 -0.0871
C 1.682 5.133 -2.783 -0.2328
C 1.447 6.686 -2.364 -0.1638
C 0.034 7.028 -1.757 -0.2087
C 0.034 6.839 -0.201 -0.1034
H 2.995 1.968 1.910 0.0706
H 1.801 3.321 2.094 0.0591
H 3.099 3.202 3.285 0.0726
H 4.709 3.325 1.186 0.1106
H 3.857 4.853 1.621 0.1129
H 2.271 4.607 -0.078 0.0906
H 2.853 3.023 -0.468 0.0953
H 5.023 4.035 -1.113 0.0999
H 4.324 5.637 -0.933 0.1005
H 4.151 5.287 -4.904 0.0974
H 5.449 5.082 -3.931 0.1101
H 4.940 7.272 -2.601 0.1079
H 3.756 7.582 -3.878 0.0917
H 6.607 7.093 -4.545 0.1119
H 5.775 8.715 -4.278 0.1172
H 5.287 6.652 -6.449 0.0671
H 5.917 8.357 -6.500 0.0832
H 4.189 8.072 -6.138 0.0775
H 3.340 2.740 -4.567 0.1061
H 2.472 2.479 -3.141 0.0789
H 4.694 2.094 -1.916 0.0903
H 5.655 2.440 -3.287 0.1241
H 4.796 0.487 -4.496 0.1142
H 3.686 0.048 -3.182 0.0841
H 5.719 -1.246 -3.046 0.0560
H 5.490 -0.302 -1.638 0.0659
H 6.658 0.344 -2.688 0.0825
H 1.344 4.502 -1.962 0.0580
H 1.086 4.807 -3.635 0.0815
H 1.611 7.236 -3.290 0.0904
H 2.247 7.024 -1.705 0.0977
H -0.816 6.503 -2.192 0.0684
H -0.138 8.090 -1.931 0.1117
H 0.850 7.212 0.417 0.0748
H -0.211 5.809 0.056 0.0489
H -0.749 7.506 0.160 0.0690
C -6.837 -4.054 0.721 -0.0807
C -5.290 -4.223 0.759 -0.2473
C -4.597 -2.891 0.901 -0.2581
C -4.611 -2.312 2.307 -0.2525
P -3.362 -1.148 2.899 1.0456
C -3.372 -1.021 4.691 -0.2509
C -2.385 0.040 5.327 -0.2231
C -2.176 -0.162 6.787 -0.2646
C -0.969 -1.022 7.250 -0.0726
C -1.655 -1.635 2.588 -0.2679
C -1.201 -3.023 3.081 -0.2141
C 0.315 -3.249 2.822 -0.2383
C 0.619 -4.725 2.978 -0.1202
C -3.735 0.574 2.226 -0.2192
C -4.853 1.453 2.925 -0.2072
C -5.546 2.335 1.857 -0.2512
C -6.382 3.479 2.491 -0.0878
H -7.121 -3.465 -0.152 0.0558
H -7.315 -3.490 1.521 0.0736
H -7.238 -5.065 0.657 0.0809
H -4.925 -4.681 -0.160 0.1004
H -5.096 -4.929 1.566 0.1109
H -4.870 -2.186 0.116 0.0978
H -3.569 -3.126 0.626 0.0942
H -4.604 -3.097 3.063 0.1038
H -5.636 -1.965 2.432 0.1065
H -3.132 -2.043 4.985 0.0848
H -4.348 -0.862 5.148 0.1086
H -2.854 1.017 5.214 0.0945
H -1.453 0.200 4.785 0.1004
H -3.024 -0.660 7.258 0.1130
H -2.154 0.787 7.323 0.0854
H -0.010 -0.504 7.248 0.0519
H -0.941 -1.984 6.738 0.0698
H -1.149 -1.244 8.302 0.0762
H -1.059 -0.822 3.002 0.0892
H -1.453 -1.692 1.519 0.0691
H -1.723 -3.808 2.533 0.1076
H -1.445 -3.168 4.133 0.1011
H 0.901 -2.657 3.526 0.1129
H 0.666 -2.864 1.864 0.0873
H 1.657 -4.989 2.775 0.0593
H -0.016 -5.467 2.493 0.0669
H 0.484 -4.980 4.029 0.0850
H -4.064 0.366 1.208 0.0679
H -2.784 1.104 2.166 0.0638
H -4.349 2.098 3.645 0.0830
H -5.530 0.851 3.531 0.1085
H -6.230 1.700 1.294 0.1023
H -4.875 2.759 1.110 0.0734
H -7.225 3.084 3.058 0.0778
H -6.833 4.211 1.821 0.0711
H -5.713 3.971 3.198 0.0650
C -1.539 4.154 3.356 -0.0742
C -0.737 4.906 4.488 -0.2421
C -0.727 4.209 5.854 -0.2258
C -0.004 5.187 6.871 -0.2448
P 0.054 4.668 8.629 1.0244
C 1.416 3.458 9.012 -0.2276
C 1.302 2.081 8.317 -0.2513
C 2.369 1.094 8.819 -0.2583
C 2.258 0.642 10.275 -0.0984
C 0.464 6.179 9.603 -0.2952
C 0.919 6.089 11.035 -0.2512
C 0.581 7.450 11.759 -0.2248
C 1.196 7.646 13.192 -0.0815
C -1.476 3.988 9.200 -0.2498
C -1.501 3.030 10.498 -0.1980
C -2.918 2.699 10.990 -0.2184
C -3.735 1.829 9.933 -0.0874
H -1.550 4.766 2.454 0.0566
H -2.604 4.095 3.581 0.0628
H -1.154 3.159 3.131 0.0498
H -1.191 5.888 4.618 0.1089
H 0.280 5.197 4.226 0.1023
H -0.223 3.244 5.797 0.0975
H -1.749 4.114 6.221 0.1026
H -0.531 6.140 6.930 0.0989
H 0.992 5.502 6.560 0.1035
H 1.360 3.260 10.083 0.0866
H 2.319 3.981 8.697 0.1094
H 1.418 2.207 7.240 0.0950
H 0.331 1.604 8.444 0.0848
H 3.383 1.490 8.752 0.1119
H 2.364 0.200 8.196 0.1009
H 2.407 1.381 11.063 0.0766
H 3.013 -0.140 10.359 0.0819
H 1.301 0.160 10.474 0.0710
H -0.456 6.762 9.651 0.0963
H 1.198 6.864 9.177 0.1107
H 2.001 5.956 11.023 0.1138
H 0.465 5.228 11.526 0.0946
H -0.504 7.444 11.872 0.1006
H 0.807 8.294 11.107 0.1076
H 0.946 6.871 13.915 0.0734
H 1.052 8.607 13.686 0.0768
H 2.270 7.585 13.014 0.0669
H -1.690 3.386 8.317 0.0563
H -2.329 4.667 9.220 0.1164
H -1.083 3.615 11.317 0.0919
H -0.834 2.173 10.405 0.0959
H -3.504 3.575 11.269 0.1098
H -2.844 2.170 11.940 0.1125
H -3.156 0.929 9.725 0.0561
H -4.060 2.374 9.047 0.0614
H -4.678 1.451 10.329 0.0713
C 0.540 1.450 -6.102 -0.0757
C 0.692 0.602 -4.839 -0.2514
C 0.392 -0.904 -4.930 -0.2400
C -1.063 -1.222 -5.079 -0.2274
P -1.295 -3.071 -5.496 1.0997
C -3.041 -3.682 -5.276 -0.2314
C -3.213 -5.242 -5.573 -0.2208
C -4.311 -5.905 -4.705 -0.2761
C -4.433 -7.372 -5.063 -0.1038
C -0.745 -3.654 -7.170 -0.2557
C 0.583 -3.195 -7.719 -0.2712
C 0.535 -1.918 -8.582 -0.2371
C 1.941 -1.484 -9.125 -0.0759
C -0.193 -3.954 -4.263 -0.2394
C -0.448 -3.730 -2.707 -0.1902
C -0.133 -4.954 -1.845 -0.2484
C -1.316 -5.887 -1.560 -0.0791
H 0.462 2.528 -5.963 0.0594
H -0.483 1.231 -6.409 0.0601
H 1.411 1.219 -6.715 0.0842
H 0.202 1.163 -4.044 0.0954
H 1.707 0.658 -4.445 0.0735
H 0.768 -1.414 -4.043 0.0942
H 1.000 -1.305 -5.741 0.0980
H -1.532 -0.691 -5.907 0.0786
H -1.692 -1.002 -4.216 0.0944
H -3.707 -3.141 -5.947 0.0953
H -3.268 -3.373 -4.256 0.0608
H -2.273 -5.771 -5.419 0.0882
H -3.563 -5.492 -6.574 0.1151
H -5.321 -5.519 -4.842 0.1168
H -3.965 -5.789 -3.679 0.0912
H -3.503 -7.926 -4.936 0.0783
H -4.654 -7.472 -6.125 0.0831
H -5.247 -7.774 -4.460 0.0865
H -1.462 -3.398 -7.950 0.1071
H -0.778 -4.743 -7.129 0.1004
H 1.140 -3.965 -8.253 0.1275
H 1.246 -3.057 -6.865 0.0799
H -0.060 -1.167 -8.061 0.0860
H -0.113 -2.180 -9.418 0.1090
H 1.989 -0.561 -9.704 0.0707
H 2.366 -2.161 -9.866 0.0840
H 2.534 -1.195 -8.257 0.0616
H 0.825 -3.830 -4.631 0.0681
H -0.294 -5.001 -4.547 0.0832
H -1.519 -3.530 -2.671 0.0955
H 0.076 -2.848 -2.338 0.0847
H 0.128 -4.555 -0.865 0.0932
H 0.762 -5.425 -2.252 0.1017
H -2.113 -5.478 -0.938 0.0711
H -1.051 -6.823 -1.069 0.0691
H -1.724 -6.219 -2.515 0.0613
C 8.887 -10.440 -3.769 -0.1029
C 8.543 -10.125 -2.320 -0.2587
C 7.250 -9.290 -2.186 -0.2217
C 6.915 -8.858 -0.721 -0.2754
P 5.474 -7.853 -0.475 1.0358
C 5.419 -6.326 -1.548 -0.2251
C 4.385 -5.251 -1.118 -0.2301
C 4.480 -3.984 -1.970 -0.2484
C 4.170 -4.164 -3.449 -0.0875
C 3.974 -8.878 -0.748 -0.2177
C 2.727 -8.280 -0.009 -0.2427
C 2.444 -8.840 1.379 -0.2642
C 1.218 -8.305 2.119 -0.0784
C 5.403 -7.244 1.260 -0.2586
C 6.584 -6.393 1.717 -0.2687
C 6.537 -5.912 3.130 -0.2525
C 5.582 -4.755 3.371 -0.1070
H 9.933 -10.704 -3.927 0.0845
H 8.675 -9.587 -4.413 0.0716
H 8.289 -11.281 -4.121 0.0797
H 9.405 -9.634 -1.868 0.1094
H 8.529 -11.087 -1.807 0.1166
H 6.464 -9.998 -2.449 0.1090
H 7.164 -8.441 -2.865 0.1046
H 7.734 -8.226 -0.377 0.0969
H 6.865 -9.754 -0.103 0.1186
H 5.264 -6.693 -2.562 0.0856
H 6.395 -5.848 -1.462 0.1047
H 4.574 -4.920 -0.097 0.0984
H 3.382 -5.677 -1.082 0.0887
H 5.423 -3.448 -1.860 0.1075
H 3.806 -3.249 -1.530 0.0839
H 4.575 -3.341 -4.037 0.0650
H 3.138 -4.232 -3.794 0.0565
H 4.750 -4.976 -3.888 0.0712
H 4.252 -9.920 -0.594 0.1049
H 3.808 -8.913 -1.825 0.0956
H 1.842 -8.432 -0.627 0.1099
H 2.701 -7.196 0.095 0.0779
H 3.288 -8.590 2.022 0.0848
H 2.446 -9.929 1.335 0.1202
H 1.292 -7.375 2.683 0.0482
H 0.929 -9.128 2.772 0.0862
H 0.414 -8.186 1.392 0.0685
H 5.465 -8.180 1.815 0.1063
H 4.488 -6.681 1.442 0.0876
H 6.738 -5.544 1.051 0.1058
H 7.537 -6.913 1.616 0.1134
H 7.498 -5.644 3.569 0.1226
H 6.187 -6.762 3.716 0.1179
H 4.543 -5.069 3.470 0.0576
H 5.636 -3.944 2.644 0.0707
H 5.730 -4.276 4.339 0.0765
C -1.353 0.613 -1.004 -0.3861
O -0.089 -0.051 -1.235 -0.1430
O -2.288 -0.413 -0.675 -0.2500
C -1.160 2.034 -0.212 -0.4728
F -2.246 2.900 -0.294 0.0808
F -0.961 1.792 1.055 0.1256
F -0.048 2.756 -0.629 0.0767
C 0.566 -0.688 -0.210 -0.2834
C 2.079 -0.884 -0.662 -0.0370
H 2.573 0.078 -0.794 0.0580
H 2.679 -1.446 0.053 0.0644
H 2.051 -1.480 -1.574 0.0472
H 0.083 -1.662 -0.127 0.0864
H 0.499 -0.112 0.713 0.1088
H -1.652 0.924 -2.005 0.0981